Record 1
A molecular structure, C26H43BrEuN6P2 at a distorted geometry. Source: the OMol25 dataset; level of theory: wB97M-V/def2-TZVPD.

Each line ends with the Mulliken charge.
Cartesian coordinates (Å):
1 N 5.626 1.736 1.633  -0.5623
2 C 5.870 0.965 0.578  -0.5322
3 C 5.046 0.987 -0.561  -0.2315
4 C 3.882 1.791 -0.535  0.6964
5 C 3.689 2.648 0.579  -0.2869
6 C 4.605 2.587 1.637  -0.4183
7 C 2.945 1.753 -1.672  -1.3321
8 Eu 2.253 -0.446 -2.017  0.8498
9 P -0.565 -0.943 -4.142  -0.1804
10 C 1.545 1.812 -1.582  -0.3735
11 C 0.725 1.533 -0.418  0.4568
12 C -0.562 2.140 -0.330  -1.8564
13 C -1.461 1.768 0.615  -1.0941
14 C -1.252 0.536 1.428  0.7747
15 C 0.196 0.230 1.567  -1.4307
16 C 1.103 0.653 0.635  -0.2517
17 Br -2.089 -0.941 0.453  0.0676
18 H 3.402 1.758 -2.681  0.6293
19 H 0.993 2.202 -2.452  0.6788
20 H 5.309 0.384 -1.444  0.4018
21 H 2.878 3.373 0.607  0.5010
22 H 6.729 0.285 0.633  0.3799
23 H 4.469 3.238 2.512  0.3604
24 H -0.808 2.936 -1.050  0.5215
25 H 2.157 0.323 0.706  1.1124
26 H -2.425 2.251 0.687  0.4065
27 H 0.495 -0.433 2.380  0.6085
28 P -2.077 0.610 3.100  1.3166
29 C 1.230 -0.847 -4.387  0.3504
30 C 1.842 -0.988 -5.807  -1.5080
31 H 1.680 -1.708 -3.814  0.1908
32 H 1.520 0.183 -4.032  0.0946
33 H 2.932 -0.842 -5.716  0.3828
34 H 1.672 -1.993 -6.209  0.4110
35 H 1.440 -0.253 -6.517  0.3814
36 C -1.324 0.433 -3.182  1.1095
37 C -2.830 0.615 -3.440  -1.6300
38 H -0.785 1.362 -3.437  0.3784
39 H -1.182 0.201 -2.112  -0.9066
40 H -3.169 1.536 -2.954  0.4164
41 H -3.080 0.694 -4.507  0.3966
42 H -3.422 -0.194 -2.997  0.2871
43 C -1.069 -2.393 -3.119  0.5330
44 C -2.441 -2.924 -3.581  -1.3343
45 H -1.125 -2.077 -2.057  -0.5265
46 H -0.290 -3.170 -3.249  0.4121
47 H -2.833 -3.640 -2.849  0.3533
48 H -3.188 -2.122 -3.687  0.2577
49 H -2.375 -3.459 -4.541  0.3726
50 C -2.070 -1.098 3.706  -0.4858
51 C -3.450 -1.751 3.695  -1.4241
52 H -1.656 -1.094 4.724  0.5201
53 H -1.382 -1.673 3.076  0.3059
54 H -4.125 -1.292 4.425  0.3792
55 H -3.912 -1.690 2.703  0.3375
56 H -3.354 -2.813 3.941  0.4311
57 C -3.760 1.115 2.732  -0.6439
58 C -4.024 2.614 2.705  -1.3848
59 H -4.387 0.646 3.503  0.4322
60 H -4.030 0.652 1.770  0.4486
61 H -4.010 3.041 3.713  0.4172
62 H -3.321 3.173 2.080  0.3548
63 H -5.026 2.779 2.301  0.3930
64 C -1.104 1.860 3.964  -0.6094
65 C -0.208 1.283 5.055  -1.2419
66 H -1.824 2.593 4.365  0.5380
67 H -0.507 2.380 3.199  0.4035
68 H 0.580 0.649 4.620  0.2597
69 H 0.255 2.121 5.594  0.4201
70 H -0.800 0.695 5.764  0.3825
71 N 0.401 -3.979 -0.081  -0.4432
72 N 1.662 -3.466 0.100  0.7654
73 N 2.180 -3.448 1.362  -0.6709
74 C 3.003 -2.412 1.302  -0.2072
75 N 2.892 -1.697 0.154  -0.3268
76 N 1.949 -2.342 -0.566  0.0238
77 H 0.132 -3.938 -1.061  0.1862
78 H 0.340 -4.875 0.370  0.3148
79 H 3.675 -2.185 2.109  0.4909

Calculated values
- Energy relative to the best compared isomer or geometry (same formula, charge and spin): 6.5 kJ/mol
- Multiplicity: 8
- DFT total energy: -144530.268 eV
- HOMO (alpha / beta): -12.0 / -12.0 eV
- HOMO-LUMO gap (alpha / beta): 5.836 / 5.914 eV
- Total charge: +2

=====

Record 2
A molecular structure, C26H43Cl3N3O3SiSr at a distorted geometry. Source: the OMol25 dataset; level of theory: wB97M-V/def2-TZVPD.

Each line ends with the Mulliken charge.
Cartesian coordinates (Å):
1 C 4.568 -3.454 -1.510  -1.6363
2 C 3.821 -2.228 -1.967  0.4342
3 H 5.430 -3.643 -2.176  0.4369
4 H 3.918 -4.347 -1.557  0.2226
5 H 4.934 -3.311 -0.480  0.3356
6 C 3.854 -1.872 -3.274  0.2179
7 C 4.336 -2.817 -4.343  -1.6050
8 H 3.681 -0.838 -3.620  0.4151
9 H 3.884 -3.820 -4.228  0.2989
10 H 5.434 -2.936 -4.362  0.3718
11 H 4.035 -2.456 -5.340  0.3925
12 Sr -2.569 -1.557 0.726  1.3913
13 Cl -0.143 -0.084 1.976  -0.6541
14 Cl -3.637 -3.974 0.268  -0.7503
15 H -4.503 1.658 5.408  0.3393
16 H -2.499 2.025 5.976  0.3358
17 C -4.396 0.843 4.698  -0.8568
18 C -2.061 1.094 5.613  -0.8988
19 N -2.986 0.474 4.674  0.2129
20 H -4.720 1.166 3.693  0.2420
21 C -2.590 -0.624 4.014  0.1391
22 O -3.246 -1.147 3.077  -0.8654
23 H -1.098 1.273 5.099  0.2858
24 H -1.614 -1.016 4.339  0.3197
25 H -5.009 -0.014 5.017  0.3045
26 H -1.874 0.421 6.469  0.3366
27 H 0.180 -3.247 -2.646  0.2153
28 H 0.119 -1.263 -5.057  0.2433
29 C -0.838 -3.239 -3.055  -1.0369
30 C -0.902 -1.644 -4.946  -0.9175
31 N -1.197 -1.899 -3.537  0.3549
32 H -1.540 -3.584 -2.282  0.3850
33 C -1.899 -0.985 -2.859  -0.1631
34 O -2.369 -1.109 -1.710  -0.4841
35 H -1.615 -0.886 -5.299  0.3544
36 H -2.032 -0.040 -3.424  0.2529
37 H -0.843 -3.913 -3.915  0.3191
38 H -1.015 -2.567 -5.501  0.3694
39 O 2.341 -2.352 -0.070  -0.2062
40 C 3.120 -1.446 -0.848  -0.7257
41 C 1.466 -0.185 -2.407  1.1829
42 C 2.410 -0.205 -1.392  0.6231
43 H 1.074 -1.138 -2.774  0.1461
44 C 1.124 0.989 -3.079  -0.6732
45 H 3.926 -1.074 -0.216  0.4006
46 C 2.838 1.030 -0.921  -0.6682
47 H 0.389 1.003 -3.898  0.2580
48 C 1.696 2.194 -2.683  -0.7609
49 C 2.437 2.227 -1.501  -0.7729
50 H 3.533 1.061 -0.089  0.2578
51 H 1.548 3.097 -3.272  0.3868
52 H 2.732 3.188 -1.082  0.3882
53 Si 1.562 -2.846 1.301  1.1856
54 Cl -0.404 -2.634 -0.067  -0.2919
55 C 0.087 -3.562 2.620  -1.1822
56 C 2.307 -1.748 2.636  -1.2806
57 C 2.265 -4.596 1.235  -1.1815
58 H -0.397 -2.789 3.241  -0.0684
59 H 0.506 -4.267 3.351  0.3803
60 H -0.752 -4.108 2.150  0.3850
61 H 1.867 -5.137 0.373  0.2037
62 H 2.131 -5.231 2.134  0.3046
63 H 3.337 -4.498 1.059  0.3154
64 H 2.732 -0.870 2.148  0.2435
65 H 3.151 -2.313 3.071  0.3815
66 H 1.664 -1.406 3.459  0.2478
67 N -0.840 1.538 -0.435  0.5688
68 C -0.971 2.871 -0.296  0.7701
69 C -1.696 3.617 -1.268  -0.5964
70 C -1.873 4.989 -1.107  -0.6462
71 C -1.337 5.628 0.017  -0.3889
72 C -0.601 4.912 0.971  -0.6432
73 C -0.407 3.546 0.807  -0.1333
74 H -0.288 0.982 0.261  -0.8135
75 H -1.402 1.015 -1.088  -0.0239
76 H -2.124 3.089 -2.126  0.3139
77 H -2.423 5.547 -1.851  0.3747
78 H -1.503 6.704 0.160  0.3054
79 H -0.186 5.408 1.832  0.4008
80 H 0.131 2.942 1.553  0.3735

Calculated values
- Energy relative to the best compared isomer or geometry (same formula, charge and spin): 246.7 kJ/mol
- Multiplicity: 1
- DFT total energy: -84560.390 eV
- HOMO: -4.5 eV
- HOMO-LUMO gap: 6.731 eV
- Total charge: -1

=====

Record 3
2 unconnected molecules or ions with the total composition C26H43FN6O6PS at a distorted geometry. Source: the OMol25 dataset; level of theory: wB97M-V/def2-TZVPD.

Each line ends with the Mulliken charge.
Cartesian coordinates (Å):
1 C 3.610 -0.479 -4.454  -0.8914
2 C 3.670 -0.942 -2.846  0.5109
3 O 4.873 -0.847 -2.284  -0.4787
4 N 2.396 -1.459 -2.267  0.2871
5 C 2.596 -2.935 -2.311  0.1462
6 C 1.466 -3.986 -2.959  -0.8975
7 O 3.677 -3.583 -1.789  -0.4790
8 N 1.885 -0.874 -1.178  1.8766
9 C 1.270 -1.682 -0.121  -1.2792
10 P 2.665 -2.302 1.095  0.3022
11 N 2.212 -3.935 1.758  -0.7213
12 O 2.822 -1.296 2.491  -0.3498
13 C -0.029 -1.028 0.710  -0.5465
14 O -0.070 -1.901 1.933  -0.1562
15 C -1.050 -1.451 2.909  0.1570
16 O -2.247 -2.100 2.949  -0.5245
17 C -0.857 -0.273 4.049  0.4736
18 C -1.691 1.136 4.110  -0.1733
19 C -1.508 2.279 5.305  -0.4587
20 C -0.409 1.980 6.484  -0.3459
21 C 0.428 0.555 6.427  -0.4338
22 C 0.260 -0.589 5.253  -0.3012
23 C -1.383 -1.430 -0.123  0.3420
24 C -2.701 -0.505 0.118  -1.0985
25 F -1.199 -1.540 -1.598  -0.2677
26 N 0.152 0.421 1.031  0.3308
27 C 0.386 1.150 -0.262  -0.7643
28 C 1.558 0.585 -1.253  -0.0325
29 C 2.843 1.604 -0.881  -0.8749
30 C 3.542 1.457 0.544  -0.6818
31 C 4.968 0.580 0.575  -0.3570
32 S 5.584 0.701 2.372  -0.3016
33 N 1.264 1.140 -2.628  -0.1784
34 C 0.224 0.709 -3.314  0.5725
35 C 0.094 -0.626 -4.313  -0.7033
36 C -1.146 1.671 -3.421  -0.9995
37 H 3.281 0.635 -4.594  0.1652
38 H 2.926 -1.258 -5.033  0.2377
39 H 4.710 -0.667 -4.879  0.3763
40 H 1.693 -4.142 -4.098  0.2996
41 H 0.373 -3.575 -2.745  0.2018
42 H 1.563 -5.009 -2.373  0.2898
43 H 0.748 -2.713 -0.435  0.4228
44 H 1.526 -4.316 1.060  0.3018
45 H 3.112 -4.487 1.639  0.3637
46 H 3.313 -1.779 3.223  0.2618
47 H -2.503 1.352 3.290  0.3588
48 H -2.194 3.249 5.247  0.3030
49 H -0.257 2.801 7.327  0.3075
50 H 1.186 0.340 7.292  0.3094
51 H 0.829 -1.615 5.222  0.3608
52 H -1.685 -2.532 0.226  0.3417
53 H -2.514 0.635 0.289  0.2336
54 H -3.353 -0.580 -0.880  0.2331
55 H -3.423 -0.862 0.980  0.3889
56 H 0.887 0.503 1.761  0.7608
57 H -0.704 0.887 1.463  0.3688
58 H -0.697 1.210 -0.759  -0.0361
59 H 0.596 2.284 0.055  0.1563
60 H 2.444 2.727 -0.980  0.4731
61 H 3.693 1.560 -1.719  0.3459
62 H 2.929 1.073 1.453  0.0826
63 H 3.906 2.552 0.865  0.3986
64 H 5.771 1.127 -0.087  0.4015
65 H 4.818 -0.547 0.307  0.1527
66 H 6.198 -0.528 2.668  0.1343
67 H 0.197 -1.639 -3.739  -0.0947
68 H -0.947 -0.667 -4.875  0.4609
69 H 0.903 -0.456 -5.155  0.2401
70 H -1.891 1.262 -2.585  0.0913
71 H -0.933 2.792 -3.157  0.3032
72 H -1.709 1.509 -4.444  0.4011
73 C -5.656 3.677 0.278  -1.5068
74 C -5.209 2.271 -0.009  0.7505
75 O -4.074 1.879 0.257  -0.5391
76 N -6.103 1.417 -0.585  -0.0903
77 C -7.469 1.679 -0.971  -0.9255
78 H -4.833 4.234 0.736  0.2753
79 H -5.938 4.178 -0.651  0.3898
80 H -6.496 3.667 0.977  0.4038
81 H -5.726 0.490 -0.746  0.1722
82 H -8.114 0.983 -0.429  0.3070
83 H -7.560 1.490 -2.043  0.2971
84 H -7.774 2.703 -0.754  0.3654

Calculated values
- Multiplicity: 1
- DFT total energy: -71698.338 eV
- HOMO: -10.4 eV
- HOMO-LUMO gap: 6.986 eV
- Total charge: +1